No. 1
Entry from the Open Molecules 2025 dataset: the molecule C5H8O (ωB97M-V with the def2-TZVPD basis set).

Calculated values
Structure (SMILES) = C[C@H]1C[C@H]1C=O
LUMO energy = 0.94 eV
2S+1 = 1
Kohn-Sham gap = 10.819 eV
Highest occupied orbital energy = -9.879 eV
Energy above the lowest of the compared OMol25 structures with the same formula, charge and spin = 158.95 kJ/mol

```
14
Properties=species:S:1:pos:R:3:forces:R:3
C -1.185245 -0.744538 -0.612736 0.0 -0.2 0.0
C -0.442543 0.574912 -0.540414 0.2 -0.2 -0.2
C -0.021248 1.339306 0.681052 -0.2 0.1 0.1
C 0.982824 0.461055 0.015297 0.0 -0.1 -0.3
C 1.222306 -0.884434 0.607395 -0.1 -0.3 -0.3
O 1.446182 -1.855981 -0.079220 0.5 0.3 0.5
H -1.613457 -1.063371 0.344918 0.0 0.1 -0.1
H -1.955710 -0.751362 -1.386889 0.0 0.1 0.2
H -0.423694 -1.496544 -0.870075 -0.8 0.0 -0.2
H -0.524699 1.180377 -1.441648 0.1 -0.1 0.2
H -0.378790 1.011554 1.654506 0.0 0.0 -0.1
H 0.090959 2.412486 0.582624 -0.1 -0.1 0.0
H 1.753529 0.816026 -0.655922 0.1 0.2 0.3
H 1.049581 -0.999486 1.701113 0.1 0.1 -0.1
```
Positions in Å, forces in eV/Å.

No. 2
Entry from the Open Molecules 2025 dataset: the molecule C5H8O (ωB97M-V with the def2-TZVPD basis set).

Calculated values
Structure (SMILES) = C1CC2(C1)CO2
LUMO energy = 1.07 eV
2S+1 = 1
Kohn-Sham gap = 11.137 eV
Highest occupied orbital energy = -10.066 eV
Energy above the lowest of the compared OMol25 structures with the same formula, charge and spin = 197.39 kJ/mol

```
14
Properties=species:S:1:pos:R:3:forces:R:3
C 1.129884 -0.697241 -0.782833 0.2 -0.1 -0.1
C 1.067559 0.512587 0.188984 0.1 0.1 0.1
C -0.386357 0.139290 0.461240 0.0 0.1 -0.3
C -0.280715 -1.159535 -0.325416 -0.1 -0.1 0.0
C -1.481724 1.094400 0.534628 -0.2 0.2 -0.2
O -1.108157 0.297490 1.658820 0.1 0.0 0.2
H 1.936273 -1.406572 -0.583487 -0.1 0.1 -0.1
H 1.170077 -0.404495 -1.834801 0.0 0.0 0.2
H 1.744793 0.458164 1.045212 -0.1 -0.1 -0.1
H 1.169166 1.495924 -0.280718 0.1 -0.1 0.1
H -0.256624 -2.043203 0.320399 0.0 0.2 0.0
H -1.035323 -1.312552 -1.103172 0.1 0.0 0.1
H -1.229139 2.150761 0.635215 -0.1 -0.1 -0.1
H -2.439713 0.874983 0.065929 0.1 -0.1 0.2
```
Positions in Å, forces in eV/Å.

No. 3
Entry from the Open Molecules 2025 dataset: the molecule C5H8O (ωB97M-V with the def2-TZVPD basis set).

Calculated values
Structure (SMILES) = C=C[C@@H]1C[C@@H]1O
LUMO energy = 1.10 eV
2S+1 = 1
Kohn-Sham gap = 10.367 eV
Highest occupied orbital energy = -9.267 eV
Energy above the lowest of the compared OMol25 structures with the same formula, charge and spin = 175.71 kJ/mol

```
14
Properties=species:S:1:pos:R:3:forces:R:3
C 1.322466 -0.558153 1.272876 0.0 -0.1 -0.1
C 0.624762 -1.106962 0.276714 0.0 0.1 0.2
C -0.027248 -0.391391 -0.846714 0.1 -0.1 0.0
C -0.025493 1.117268 -0.971196 0.1 0.1 0.0
C -1.261661 0.424169 -0.496457 -0.1 0.0 -0.3
O -1.672241 0.535869 0.824808 0.1 0.0 0.2
H 1.585400 0.497373 1.281143 -0.1 -0.1 0.0
H 1.682892 -1.156435 2.104582 0.0 0.0 -0.2
H 0.408482 -2.174567 0.321057 0.1 0.1 0.0
H -0.075049 -0.952481 -1.777587 0.0 0.1 0.2
H -0.005708 1.535241 -1.973902 0.0 -0.1 0.2
H 0.522025 1.698377 -0.233639 -0.1 -0.1 -0.1
H -2.116824 0.356066 -1.162348 0.1 0.0 0.1
H -0.961802 0.175627 1.380663 -0.2 0.1 0.0
```
Positions in Å, forces in eV/Å.

No. 4
Entry from the Open Molecules 2025 dataset: the molecule C5H8O (ωB97M-V with the def2-TZVPD basis set).

Calculated values
Structure (SMILES) = CCC#CCO
LUMO energy = 0.86 eV
2S+1 = 1
Kohn-Sham gap = 10.562 eV
Highest occupied orbital energy = -9.698 eV
Energy above the lowest of the compared OMol25 structures with the same formula, charge and spin = 213.51 kJ/mol

```
14
Properties=species:S:1:pos:R:3:forces:R:3
C 2.190217 -0.810783 -0.602129 0.0 -0.1 -0.1
C 1.557492 0.165976 0.402934 0.0 0.0 0.1
C 0.250334 0.685196 -0.008364 -0.5 0.1 0.0
C -0.902091 0.966709 -0.227917 0.5 -0.2 0.1
C -2.367734 1.034903 -0.288043 0.1 0.3 -0.2
O -2.939176 0.156998 0.665241 0.0 -0.3 0.0
H 2.875518 -0.307695 -1.289703 -0.2 0.0 0.1
H 2.749032 -1.587761 -0.074750 0.0 0.1 -0.1
H 1.416206 -1.308077 -1.191214 0.1 0.1 0.1
H 1.357897 -0.362526 1.342882 0.1 0.1 -0.1
H 2.250769 0.978349 0.647330 -0.1 -0.1 -0.1
H -2.717647 0.791704 -1.301201 0.1 0.1 0.1
H -2.724939 2.035914 -0.036178 0.0 -0.1 -0.1
H -2.412943 -0.651059 0.632423 -0.2 0.0 0.1
```
Positions in Å, forces in eV/Å.

No. 5
Entry from the Open Molecules 2025 dataset: the molecule C5H8O in a non-equilibrium geometry (ωB97M-V with the def2-TZVPD basis set).

Calculated values
Structure (SMILES) = C#COC(C)C
LUMO energy = 1.01 eV
2S+1 = 1
Kohn-Sham gap = 10.725 eV
Highest occupied orbital energy = -9.717 eV
Energy above the lowest of the compared OMol25 structures with the same formula, charge and spin = 401.63 kJ/mol

```
14
Properties=species:S:1:pos:R:3:forces:R:3
C -1.487388 0.772527 2.630873 1.8 -0.3 -1.7
C -0.589733 0.336148 1.928774 1.7 -0.5 -2.7
O 0.453192 -0.191200 1.010287 -3.5 0.8 6.1
C 0.501159 0.147484 -0.327130 -0.7 -1.9 -2.3
C 1.586981 -0.860054 -0.826791 -2.1 1.3 2.0
C -0.876869 0.124204 -0.997865 -0.8 -0.4 4.7
H -2.189612 1.477646 3.019288 0.0 -0.4 0.4
H 0.954143 1.056839 -0.479761 0.7 2.7 0.1
H 2.132400 -0.488622 -1.613664 1.3 1.0 -1.8
H 2.175237 -0.955796 0.063283 0.7 -0.6 0.1
H 1.087388 -1.725196 -1.113597 -0.5 -1.9 -0.3
H -0.855267 0.225269 -1.996953 0.3 0.8 -3.6
H -1.506495 0.927593 -0.489430 0.7 -1.0 -0.9
H -1.385136 -0.846842 -0.807313 0.4 0.5 0.1
```
Positions in Å, forces in eV/Å.

No. 6
Entry from the Open Molecules 2025 dataset: the molecule C5H8O in a non-equilibrium geometry (ωB97M-V with the def2-TZVPD basis set).

Calculated values
LUMO energy (alpha / beta) = 1.06 / -2.23 eV
2S+1 = 3
Kohn-Sham gap (alpha / beta) = 6.188 / 6.990 eV
Highest occupied orbital energy (alpha / beta) = -5.130 / -9.223 eV
⟨S²⟩ = 2.007
Energy above the lowest of the compared OMol25 structures with the same formula, charge and spin = 148.15 kJ/mol

```
14
Properties=species:S:1:pos:R:3:forces:R:3
C 0.014503 -1.226355 0.733100 -5.2 2.7 8.1
C 0.708753 -1.480782 -0.372344 5.3 -3.9 -7.1
C -0.009473 0.267550 0.602506 3.8 -0.9 -1.9
C 0.726553 -0.167987 -0.938080 -2.4 2.8 -0.3
C -1.328391 0.909798 0.723629 1.6 0.8 -0.5
O 1.846448 0.444086 -1.583645 0.1 -2.4 1.4
H -0.524889 -1.805996 1.469126 0.1 -0.2 -0.2
H 1.011668 -2.484242 -0.683396 0.4 0.6 -0.4
H 0.867270 0.821835 1.018751 -0.7 -0.3 0.8
H -0.167081 0.093430 -1.569598 0.2 -0.7 -0.3
H -1.955635 0.649697 -0.073323 -1.4 -0.8 -0.7
H -1.235064 1.956908 0.723334 0.2 1.6 -0.2
H -1.608052 0.678438 1.696998 -1.5 -0.7 1.6
H 1.653390 1.343620 -1.747058 -0.5 1.5 -0.3
```
Positions in Å, forces in eV/Å.

No. 7
Entry from the Open Molecules 2025 dataset: the molecule C5H8O2 (ωB97M-V with the def2-TZVPD basis set).

Calculated values
Structure (SMILES) = CC1(OC=O)CC1
LUMO energy = 0.99 eV
2S+1 = 1
Kohn-Sham gap = 11.386 eV
Highest occupied orbital energy = -10.398 eV
Energy above the lowest of the compared OMol25 structures with the same formula, charge and spin = 90.94 kJ/mol

```
15
Properties=species:S:1:pos:R:3:forces:R:3
C 0.050071 -1.350233 0.729530 -0.1 0.0 0.0
C -0.039730 0.076301 0.263294 0.1 -0.1 0.1
O -1.310302 0.359792 -0.328913 0.1 -0.1 -0.2
C -1.475754 -0.145348 -1.557329 0.2 -0.3 -0.4
O -0.632909 -0.691007 -2.217539 -0.3 0.1 0.2
C 1.143760 0.812527 -0.261797 0.1 0.0 -0.2
C 0.511960 1.217268 1.047636 0.0 0.1 0.2
H 0.998431 -1.546216 1.221555 0.1 0.1 0.1
H -0.041760 -2.044140 -0.104012 0.0 0.1 -0.1
H -0.754584 -1.558521 1.431869 0.0 0.0 0.1
H -2.510929 -0.012196 -1.888503 -0.1 0.2 0.0
H 2.095020 0.288645 -0.233959 -0.2 0.1 -0.1
H 0.999568 1.457827 -1.122293 0.0 -0.1 0.2
H 1.033145 0.999955 1.975239 -0.1 0.0 -0.1
H -0.065988 2.135345 1.045223 0.0 -0.1 0.0
```
Positions in Å, forces in eV/Å.

No. 8
Entry from the Open Molecules 2025 dataset: a structure of composition C5H8O2 in a non-equilibrium geometry (ωB97M-V with the def2-TZVPD basis set).

Calculated values
LUMO energy = -0.40 eV
2S+1 = 1
Kohn-Sham gap = 9.297 eV
Highest occupied orbital energy = -9.701 eV
Energy above the lowest of the compared OMol25 structures with the same formula, charge and spin = 513.65 kJ/mol

```
15
Properties=species:S:1:pos:R:3:forces:R:3
C -0.640110 0.753882 -1.011248 -0.1 0.1 0.2
C 0.682082 -1.406315 -0.564897 0.2 0.3 0.3
C -0.330743 -0.407180 -0.111602 -1.7 -1.0 0.2
O -1.504678 1.698213 -0.446682 0.0 -0.2 0.0
O -1.200028 -0.709867 0.787125 0.7 0.7 -1.4
H -2.007200 1.250526 0.249954 0.1 0.0 0.0
H 0.286189 1.244184 -1.316591 0.0 0.0 0.1
H -1.075180 0.305470 -1.923534 0.1 0.0 0.1
H 0.259506 -1.921273 -1.435587 0.0 0.1 0.0
H 1.612521 -0.916909 -0.843516 0.0 0.0 -0.1
H 0.876819 -2.140422 0.212099 0.0 0.0 0.0
C 0.754512 0.035275 2.083222 -1.2 -0.2 -0.6
C 1.223393 0.989083 1.471856 -0.2 -0.3 0.7
H 1.548377 1.911429 1.052894 0.3 0.0 -0.1
H -0.485461 -0.686098 1.796508 1.9 0.6 0.6
```
Positions in Å, forces in eV/Å.

No. 9
Entry from the Open Molecules 2025 dataset: the molecule C5H8O2 in a non-equilibrium geometry (ωB97M-V with the def2-TZVPD basis set).

Calculated values
Structure (SMILES) = CC/C=C\C(=O)O
LUMO energy = 0.84 eV
2S+1 = 1
Kohn-Sham gap = 10.470 eV
Highest occupied orbital energy = -9.631 eV
Energy above the lowest of the compared OMol25 structures with the same formula, charge and spin = 231.04 kJ/mol

```
15
Properties=species:S:1:pos:R:3:forces:R:3
C -0.378252 1.276095 1.840488 0.2 -0.3 0.9
C -0.092761 0.642790 0.494502 3.7 -2.1 1.7
C 1.214362 -0.588857 0.305642 -2.9 3.4 0.3
C 0.898475 -1.297142 -0.748953 -1.2 -0.4 -0.6
C -0.442002 -1.064801 -1.488858 1.0 -2.2 -0.8
O -1.365350 -1.853524 -1.463889 0.4 1.2 0.3
O -0.329411 -0.106007 -2.443822 -0.6 -0.1 0.6
H -0.279808 0.548268 2.656368 0.2 0.2 -0.1
H 0.240533 2.152378 2.052935 0.0 -0.2 0.0
H -1.428634 1.576761 1.901104 0.1 0.2 -0.2
H -0.962359 0.016479 0.322651 0.0 0.6 -1.3
H 0.495781 1.339431 -0.098678 -1.6 0.2 -1.1
H 2.187347 -0.380943 0.724369 0.0 -0.7 0.5
H 1.434136 -2.144890 -1.155185 0.4 0.2 -0.2
H -1.192057 -0.116039 -2.898674 0.3 0.1 0.0
```
Positions in Å, forces in eV/Å.

No. 10
Entry from the Open Molecules 2025 dataset: the molecule C5H8O2 in a non-equilibrium geometry (ωB97M-V with the def2-TZVPD basis set).

Calculated values
LUMO energy = 0.29 eV
2S+1 = 1
Kohn-Sham gap = 8.301 eV
Highest occupied orbital energy = -8.013 eV
Energy above the lowest of the compared OMol25 structures with the same formula, charge and spin = 460.94 kJ/mol

```
15
Properties=species:S:1:pos:R:3:forces:R:3
C -0.455171 1.167597 1.256900 0.0 -0.1 0.0
C 0.230162 0.597115 0.006339 -0.5 -0.4 -0.1
O 1.183623 1.549131 -0.467679 -0.1 -0.3 -0.1
C 0.913428 -0.776136 0.222486 -0.4 -1.0 -0.4
O 0.143596 -1.891740 -0.648240 0.5 0.7 0.8
C -0.778311 0.327608 -1.078569 -0.4 0.0 -0.2
C -0.912574 -0.895569 -1.440874 -0.5 1.0 -0.5
H 0.260898 1.546689 1.997455 0.0 -0.2 -0.2
H -1.100552 0.418510 1.727909 0.1 0.1 0.0
H -1.088379 2.002355 0.938527 0.1 -0.2 0.1
H 0.713403 1.980119 -1.200741 0.3 -0.1 0.2
H 0.869154 -1.177763 1.231059 0.1 0.1 0.0
H 1.903128 -0.804226 -0.230419 -0.1 -0.1 0.2
H -0.415218 -2.545872 -0.173701 0.7 0.7 0.3
H -1.467187 -1.497819 -2.140453 0.2 -0.2 0.1
```
Positions in Å, forces in eV/Å.

No. 11
Entry from the Open Molecules 2025 dataset: the molecule C5H8O2 in a non-equilibrium geometry (ωB97M-V with the def2-TZVPD basis set).

Calculated values
Structure (SMILES) = O[C@H]1C[C@@]2(O)C[C@@H]12
LUMO energy = 0.76 eV
2S+1 = 1
Kohn-Sham gap = 9.860 eV
Highest occupied orbital energy = -9.099 eV
Energy above the lowest of the compared OMol25 structures with the same formula, charge and spin = 393.60 kJ/mol

```
15
Properties=species:S:1:pos:R:3:forces:R:3
O -0.122845 1.690148 -1.357767 -0.2 0.1 -0.1
C -0.477960 0.358289 -1.058633 0.0 -0.4 -0.3
C 0.756401 -0.558979 -0.887414 0.3 -0.1 -0.1
C 0.402135 -0.742553 0.605547 -0.4 0.1 -0.3
O 0.480651 -2.002598 1.168092 0.1 -0.1 0.2
C 0.393781 0.531427 1.338912 -0.6 0.5 -0.8
C -0.825806 0.048121 0.364371 -0.2 -0.6 -0.7
H -0.923754 2.230191 -1.342445 0.2 -0.1 0.0
H -1.244356 -0.020066 -1.740854 0.2 0.0 -0.3
H 0.612761 -1.498364 -1.427846 0.1 0.1 0.1
H 1.720278 -0.114186 -1.143726 0.0 -0.1 0.1
H 0.605514 -1.870282 2.112187 0.1 -0.1 0.0
H -0.602739 0.914340 1.663805 0.8 -0.1 2.1
H 0.989467 1.325086 0.901540 -0.2 0.1 0.0
H -1.763529 -0.290573 0.804233 0.0 0.7 -0.1
```
Positions in Å, forces in eV/Å.

No. 12
Entry from the Open Molecules 2025 dataset: the molecule C5H8O2 in a non-equilibrium geometry (ωB97M-V with the def2-TZVPD basis set).

Calculated values
Structure (SMILES) = CC1O[C@@H]2C[C@H]2O1
LUMO energy = 1.07 eV
2S+1 = 1
Kohn-Sham gap = 10.036 eV
Highest occupied orbital energy = -8.965 eV
Energy above the lowest of the compared OMol25 structures with the same formula, charge and spin = 580.88 kJ/mol

```
15
Properties=species:S:1:pos:R:3:forces:R:3
C -2.234105 0.037099 -0.424534 -0.7 -0.9 -0.8
C -0.985691 -0.549499 0.154438 2.2 1.1 -0.4
O 0.004697 -0.792378 -0.946443 -0.2 -1.8 -0.1
C 1.102840 0.011402 -0.516421 -1.2 2.5 -3.4
C 2.356438 0.412147 0.247747 0.0 1.9 -0.6
C 0.995026 -0.026974 0.889792 1.5 1.2 0.2
O -0.302568 0.516736 0.994028 -1.4 -1.8 1.4
H -2.842088 0.387751 0.379299 -0.6 0.2 0.6
H -2.824447 -0.684928 -1.024139 0.4 0.0 0.6
H -2.104860 0.852500 -1.136204 0.7 0.1 0.3
H -1.002807 -1.508197 0.759367 -0.5 1.2 -0.7
H 0.743785 1.015528 -0.978070 1.0 -1.2 1.2
H 3.272194 -0.101358 0.403853 0.3 -1.1 0.8
H 2.653359 1.501223 0.019045 -0.9 -1.7 0.3
H 1.168227 -1.071052 1.178244 -0.5 0.3 0.5
```
Positions in Å, forces in eV/Å.